Computed, not measured: a single C4H12N2 molecule, with wB97M-V/def2-TZVPD.

Structure (XYZ):
```
18
Properties=species:S:1:pos:R:3:forces:R:3
N 0.592 -0.094 -0.969 -1.95 0.29 0.39
H 0.323 2.181 0.820 0.15 -0.09 0.07
C -0.446 1.420 0.781 -1.22 -1.50 -0.13
N 2.246 -0.870 0.540 0.53 -0.81 -0.36
C -1.886 -0.122 -0.662 0.86 0.74 -1.79
C -0.627 0.738 -0.577 2.27 -0.66 -0.82
H 0.275 -1.300 0.791 -1.17 0.13 -0.25
H 1.378 0.532 -1.061 0.26 -0.17 0.05
H -1.745 -1.082 -0.169 -0.68 0.44 0.99
H 2.253 -0.256 1.346 -0.51 0.10 -0.09
H -1.979 -0.471 -1.696 0.05 0.28 -0.16
H -1.427 1.807 1.061 0.16 0.46 0.18
H 2.621 -1.758 0.862 0.22 0.18 -0.01
H -2.724 0.566 -0.521 -0.32 -0.88 0.78
H -0.517 1.460 -1.381 -1.03 0.45 -0.07
H -0.300 0.556 1.454 0.40 0.74 0.31
C 0.914 -1.152 -0.068 2.30 -0.50 0.88
H 1.049 -2.154 -0.550 -0.31 0.79 0.05
```
Forces are in eV/Å.

Output
calculated total energy = -7321.9123 eV
spin multiplicity = 1
molar mass = 88.154 g/mol
F_max = 0.04886 hartree/bohr
SMILES = CC(C)NCN
HOMO = -8.6 eV
frontier orbital gap = 0.35541 Eh
relative energy (zero: lowest compared OMol25 entry of this formula, charge and spin) = 107.7 kJ/mol


Computed, not measured: a molecular structure, C35H67FeN5O6P2S3, with wB97M-V/def2-TZVPD.

Structure (XYZ):
```
119
Properties=species:S:1:pos:R:3:forces:R:3
C -0.196 -2.816 -4.573 0.32 0.23 0.62
H -5.251 -5.350 -1.866 0.00 -0.07 -0.06
H 4.983 -2.919 1.540 -0.15 0.02 0.01
H 2.535 -3.348 -1.874 0.12 0.05 0.09
H -0.810 -3.645 -4.229 -0.05 -0.09 0.04
H 4.373 -1.270 -1.666 0.01 -0.11 0.05
P -0.935 1.922 2.975 -0.72 1.75 -0.94
C 1.987 -3.632 -2.769 -0.55 0.58 -0.15
O 0.009 -1.897 -2.003 -0.67 0.34 1.29
H -3.187 2.729 -0.609 0.06 -0.12 -0.11
N 1.715 -0.520 0.109 -0.97 -0.05 0.08
H 1.972 4.634 -3.517 -0.08 0.15 0.00
C 2.066 3.564 -3.685 0.18 -0.14 -0.01
C -4.980 -4.348 -1.567 -0.03 0.11 0.07
H -4.529 0.542 4.540 -0.04 -0.07 0.07
H 2.714 0.824 4.829 0.07 -0.04 0.12
H -4.523 4.119 -1.899 -0.04 0.03 0.06
H 0.879 -6.521 0.322 0.00 0.04 -0.02
H 5.799 -1.146 3.041 -0.04 0.05 0.05
C -4.304 -1.746 -0.754 0.78 -0.55 -0.12
C -5.595 -2.060 -1.212 -0.04 -0.07 0.02
H -0.851 -1.990 -4.839 -0.05 0.07 -0.05
H 3.045 4.357 -1.257 0.10 0.11 0.07
H 1.993 1.512 -1.104 0.06 0.18 0.17
H 5.240 0.591 -0.275 -0.01 0.04 -0.07
S -0.690 -0.015 2.327 0.07 -0.57 -0.37
C 1.820 0.941 4.222 0.08 0.22 -0.18
H 1.154 -0.089 -4.121 0.04 0.05 -0.03
H -4.021 2.034 3.730 -0.02 -0.05 -0.04
H 2.430 2.373 0.385 -0.03 -0.09 -0.09
C -3.695 1.048 4.058 0.05 0.20 0.09
C 5.810 -0.341 -0.326 0.07 -0.27 0.05
C 3.206 3.289 -1.418 -0.07 -0.28 -0.09
H -3.175 5.186 -1.535 -0.09 0.12 0.09
Fe -0.724 -1.025 0.008 -1.16 -0.38 -0.81
H 5.441 -2.411 -0.814 -0.11 0.03 -0.05
C -0.047 -6.430 0.888 0.16 -0.27 -0.01
H 0.392 2.619 5.858 -0.02 -0.04 0.09
H 4.779 0.051 2.233 -0.06 0.02 0.06
H 7.061 0.216 1.337 0.11 -0.10 0.01
O -2.124 -2.608 -0.286 2.33 0.93 0.61
C -3.712 -4.086 -1.133 0.38 0.24 0.10
H 4.174 3.465 -3.317 0.05 -0.07 -0.03
C -5.067 0.571 -0.068 0.40 0.13 0.08
H 0.071 -6.967 1.831 -0.01 -0.01 0.00
H 7.079 -1.516 0.965 0.07 0.03 0.02
H -3.522 3.591 -4.113 -0.09 -0.04 -0.04
H -6.933 -3.540 -1.971 -0.07 0.03 0.00
H 2.351 -0.445 -2.881 0.06 0.06 0.04
C 1.532 2.422 4.042 0.43 -0.10 0.42
H -1.304 4.261 -0.523 0.13 -0.05 -0.07
C 2.734 -1.046 0.227 -0.41 0.10 -0.14
N 3.864 -1.688 0.313 0.34 -0.56 -0.05
H 2.675 -3.843 -3.581 0.10 -0.05 -0.13
C -2.540 1.171 5.040 -0.67 -0.43 0.30
H 0.984 4.145 5.209 0.00 0.12 0.03
C 2.129 2.500 -0.661 0.58 -0.04 0.03
C 4.417 -1.985 1.626 0.17 0.11 0.74
C 1.234 3.100 5.372 -0.01 0.00 -0.29
H 0.384 -3.123 -5.435 0.16 -0.01 -0.12
C -3.945 -0.414 -0.316 -0.43 -0.07 0.06
C 0.471 -4.055 0.845 0.24 -0.85 -0.43
H 4.176 3.040 -0.984 0.03 0.03 0.08
H -1.261 -0.072 6.259 0.11 0.01 0.10
C 3.262 3.012 -2.922 -0.10 0.29 0.14
H -3.898 5.299 -3.918 -0.06 -0.04 -0.06
H -2.635 2.282 -2.241 -0.06 0.04 0.12
H -1.771 -3.715 1.855 -0.08 -0.19 0.01
N -1.346 3.469 -1.154 0.27 0.02 0.11
H 1.388 -4.513 -2.548 -0.02 -0.10 -0.01
N -0.365 -5.046 1.134 -0.10 0.25 0.03
H 6.581 -0.231 -1.090 -0.04 0.06 -0.02
C 5.353 -0.867 2.086 0.09 -0.23 -0.15
C -3.461 4.284 -2.081 0.06 -0.23 -0.28
C 1.840 -0.850 -3.753 -0.41 -0.60 0.19
H -2.448 -5.215 1.177 0.07 0.06 0.03
H -2.855 1.785 5.894 0.07 -0.15 -0.17
H 3.333 1.936 -3.091 0.09 -0.13 0.01
P 0.841 -2.263 -3.178 0.59 -0.11 -0.78
C -2.058 -0.187 5.529 0.00 0.36 -0.03
H 1.147 3.077 -3.374 -0.14 -0.01 -0.04
H -1.498 5.765 -3.400 0.12 0.12 0.08
H 2.106 3.038 6.018 0.11 0.02 0.08
H -2.882 -0.714 5.996 -0.13 -0.13 0.09
S -0.338 1.151 -1.957 -0.17 -1.05 0.22
H 2.552 -1.129 -4.524 0.08 -0.05 -0.12
C -3.238 4.499 -3.578 0.09 0.17 0.21
H 0.980 0.464 4.720 0.00 -0.15 0.11
H -3.389 0.471 3.184 -0.08 -0.03 -0.04
C 4.871 -1.481 -0.717 0.43 0.39 -0.46
H 3.592 -2.129 2.327 0.06 -0.07 -0.07
H 1.397 -4.414 0.359 -0.08 0.08 0.06
H -5.491 0.906 -1.014 -0.08 -0.02 -0.07
H -1.699 5.037 -4.990 0.08 0.04 -0.10
H -6.340 -1.280 -1.258 -0.08 0.06 0.00
O 0.301 -2.866 1.076 -0.35 1.23 -0.02
H -5.849 0.103 0.525 -0.08 0.02 -0.03
O 0.469 2.661 3.111 -0.16 -0.34 -0.14
H -1.122 4.057 -3.646 0.16 -0.05 -0.02
N 0.848 3.156 -0.674 -0.43 0.08 0.13
H -4.671 1.435 0.460 0.04 -0.01 0.04
H 1.967 0.452 3.260 0.06 -0.04 -0.01
H 0.788 4.027 -0.164 -0.06 -0.02 -0.01
H -1.657 -5.247 2.766 0.04 -0.04 0.00
C -0.288 2.666 -1.181 0.03 0.49 0.06
H 2.192 3.400 -4.752 -0.06 0.02 -0.13
C -3.308 -2.782 -0.717 -1.42 0.19 -0.32
S -2.006 3.144 1.848 0.25 -0.80 0.49
H -2.957 -4.858 -1.104 0.08 -0.11 -0.01
C -1.799 4.860 -3.922 -0.22 -0.09 -0.14
O -2.785 -0.045 -0.097 0.85 -0.03 0.08
H 2.393 2.914 3.569 -0.16 -0.13 0.10
H -0.856 -6.902 0.330 0.04 0.02 -0.05
C -1.637 -4.793 1.773 -0.25 0.34 0.26
C -5.936 -3.328 -1.615 -0.15 0.17 -0.03
H -1.686 -0.767 4.690 -0.01 -0.14 -0.03
O -1.438 1.904 4.494 0.86 -0.26 -0.61
C -2.692 3.093 -1.513 -0.58 0.02 -0.03
C 6.441 -0.630 1.037 -0.20 0.25 0.00
```
Forces are in eV/Å.

Output
calculated total energy = -142588.6188 eV
spin multiplicity = 6
molar mass = 867.944 g/mol
F_max = 0.05025 hartree/bohr
HOMO (alpha / beta) = -9.9 / -9.7 eV
frontier orbital gap (alpha / beta) = 0.30263 / 0.18023 Eh
relative energy (zero: lowest compared OMol25 entry of this formula, charge and spin) = 142.7 kJ/mol
net charge = +1
<S²> = 8.77


Computed, not measured: 2 unconnected molecules or ions with the total composition C17H14Cl2NO4, with wB97M-V/def2-TZVPD.

Structure (XYZ):
```
38
Properties=species:S:1:pos:R:3:forces:R:3
H -2.545 -2.718 5.071 0.33 -0.05 -0.21
H -0.165 0.873 6.038 -0.09 -0.22 0.29
H -0.736 0.345 7.672 0.12 0.06 -0.36
O -1.411 2.089 3.377 1.09 -1.05 -0.96
H -2.465 1.679 5.514 0.04 0.03 0.25
H 1.086 2.353 2.550 -0.14 -0.08 0.06
Cl 3.222 0.522 2.264 0.28 0.08 -0.10
H 0.745 -5.613 6.017 -0.03 -0.25 -0.20
C -1.231 -0.227 2.790 0.65 -0.07 -0.14
H -2.994 1.231 7.153 0.08 0.12 -0.06
C 0.665 -6.342 5.210 0.29 -0.62 -0.03
C 1.542 0.299 2.449 -0.81 0.28 0.08
N -0.830 -3.959 5.127 1.38 -1.44 -0.43
O 0.365 -1.732 6.362 -0.09 0.75 0.23
H -2.015 -4.873 3.668 0.07 -0.07 0.11
H -1.123 -6.782 2.329 0.19 -0.14 0.17
H 2.172 -7.677 5.969 -0.09 0.01 -0.24
C -0.720 1.171 2.923 -1.17 0.28 0.84
O 1.820 -2.100 2.493 -1.09 1.75 -0.24
C -0.793 -1.724 5.984 -0.16 -2.54 -0.79
C -1.033 0.555 6.634 -0.37 -0.74 -0.39
C -1.131 -4.941 4.325 -0.80 0.40 -0.27
H 0.354 -8.808 2.209 0.02 0.16 0.22
C -0.399 -1.270 2.571 -1.01 0.09 0.30
C -2.141 1.568 6.555 -0.29 0.05 -0.11
C 1.346 -8.376 4.086 -0.03 -0.02 -0.09
C 0.422 -8.123 3.057 0.20 0.01 0.34
C -0.399 -7.005 3.116 0.09 0.21 0.54
C 1.463 -7.484 5.163 -0.30 0.20 -0.37
H 1.980 -9.263 4.040 -0.17 0.21 0.01
C -0.295 -6.108 4.210 0.20 -0.02 -0.08
H -0.814 -2.272 2.518 0.22 -0.02 0.09
Cl -2.910 -0.442 3.014 -0.08 -0.04 -0.11
C -1.484 -2.869 5.331 -0.80 2.61 0.76
O -1.610 -0.652 6.051 0.30 1.28 0.50
C 0.693 1.341 2.574 1.18 -0.24 0.05
H -1.803 2.537 6.918 -0.01 0.12 0.08
C 1.061 -1.131 2.491 0.81 -1.10 0.30
```
Forces are in eV/Å.

Output
calculated total energy = -52580.6758 eV
spin multiplicity = 1
molar mass = 367.208 g/mol
F_max = 0.05510 hartree/bohr
HOMO = -2.6 eV
frontier orbital gap = 0.11775 Eh
net charge = -1


Computed, not measured: 2 unconnected molecules or ions with the total composition C26H44ClFNO8S, with wB97M-V/def2-TZVPD.

Structure (XYZ):
```
82
Properties=species:S:1:pos:R:3:forces:R:3
C -1.708 2.997 -2.208 1.42 -0.30 0.77
H -2.248 3.610 0.677 -0.48 1.59 -1.06
F 2.240 -3.572 3.047 -0.02 0.03 0.08
O -0.545 2.432 -2.648 0.03 -0.19 0.19
H -3.154 -2.483 2.770 0.05 -0.04 -0.11
H -1.885 -3.647 -0.191 0.14 -0.02 0.03
H 0.711 0.333 -0.447 0.07 -0.05 -0.06
H 4.136 1.345 -0.471 -0.13 0.22 -0.10
C -4.235 -1.462 1.177 -0.14 -0.17 0.31
C 1.537 -4.403 2.186 -0.14 -0.18 -0.46
H -2.547 -2.692 -1.491 -0.06 -0.09 0.08
H -0.102 1.815 1.680 0.06 -0.03 -0.05
H 7.769 -0.298 -0.640 0.00 0.02 -0.04
H 0.372 -3.487 -1.520 -0.05 -0.01 0.10
C -1.262 -1.515 -0.260 -0.28 -0.23 0.06
C 1.174 3.148 -1.044 0.27 0.79 0.01
O -2.253 3.898 -2.757 -0.14 0.45 -0.10
H -6.151 1.330 0.858 -0.06 0.03 -0.10
C 6.513 1.997 -1.640 0.00 0.07 -0.07
C -2.354 2.331 -1.037 0.33 0.08 0.29
H -0.085 -2.657 2.897 -0.19 0.18 0.03
H 9.528 1.280 -1.198 -0.05 0.02 -0.16
C 7.669 0.694 -0.198 0.12 -0.08 0.07
H -0.525 -1.059 -0.916 0.07 -0.01 0.07
O -5.591 0.939 -1.973 -0.07 0.24 0.09
O 7.813 2.198 -1.924 0.01 -0.02 0.02
H 0.369 -2.144 -3.148 -0.03 -0.03 -0.16
H 7.779 0.620 0.880 -0.14 0.08 0.02
H -3.742 -0.897 3.174 0.06 -0.06 0.07
N -1.664 0.554 2.050 0.13 -0.02 -0.34
H -3.930 2.904 0.278 0.36 -1.26 1.05
C 1.320 -0.066 0.370 -0.20 0.20 -0.06
O 6.376 1.219 -0.534 0.21 -0.02 -0.01
H 2.232 -5.076 1.683 0.19 0.12 0.11
H -4.022 0.739 1.122 0.01 -0.14 0.09
C 0.352 -0.452 1.509 -0.34 0.82 -1.17
H 3.150 3.616 -0.274 0.04 -0.01 -0.02
H -4.124 -0.038 -0.432 0.06 0.20 0.05
H 1.343 2.970 -3.223 -0.06 -0.25 0.05
S -6.578 0.287 -1.171 0.47 -0.53 -0.25
C -1.637 -2.863 -0.908 -0.27 0.23 -0.31
H 3.088 0.567 1.406 -0.07 0.22 0.21
C -1.871 -0.905 2.191 0.23 -0.96 0.93
O -0.553 -2.350 -2.976 0.01 0.05 0.22
H 0.842 -5.019 2.764 0.09 0.09 0.20
O 5.602 2.438 -2.263 0.00 -0.02 0.00
C 0.618 3.268 -2.468 -0.09 0.05 -0.17
H 0.978 4.101 -0.545 -0.17 -0.09 0.10
C -2.869 2.987 0.040 0.17 -0.40 -0.18
O -6.986 -1.037 -1.508 -0.29 0.07 0.07
C 0.766 -3.580 1.178 -0.53 -0.19 0.29
H -2.355 1.241 -1.113 -1.61 0.10 -0.84
C -4.519 -0.068 0.584 -0.17 -0.52 -0.28
C -3.273 -1.477 2.370 -0.39 0.96 -0.55
C -0.397 -2.832 1.865 0.38 -0.50 -0.82
Cl -8.181 1.512 -1.097 -0.12 -0.09 0.05
C -0.623 -3.332 -1.942 0.20 0.00 -0.16
H 0.915 -0.717 2.412 -0.13 -0.05 0.07
H 0.334 -4.305 0.485 0.19 0.12 -0.23
C 8.600 1.710 -0.832 0.10 -0.05 0.12
C -0.816 -1.500 1.214 0.73 0.03 1.31
C 2.697 2.910 -0.971 -0.09 -0.34 0.00
H 0.601 2.395 -0.500 0.05 -0.05 -0.12
H -1.417 -1.097 3.173 -0.07 0.06 0.04
H 1.426 -2.909 0.629 0.10 -0.08 0.02
H 2.742 0.815 -1.380 0.14 0.01 -0.06
H 1.834 -0.930 -0.053 -0.04 -0.10 0.16
C -0.446 0.791 1.755 -0.02 0.05 0.33
C 2.357 1.005 0.724 0.22 -0.30 -0.56
H -0.945 -4.279 -2.384 -0.04 -0.03 0.09
H -2.140 -0.871 -0.336 0.12 0.12 -0.02
C 3.062 1.482 -0.571 -0.29 -0.39 0.12
H 8.828 2.542 -0.165 -0.04 0.01 0.01
H 0.345 4.301 -2.691 -0.04 -0.03 -0.05
C -6.015 0.302 0.521 0.27 0.72 0.39
H 3.131 3.092 -1.954 0.13 0.20 0.09
H -6.653 -0.319 1.145 -0.08 -0.16 -0.25
H -1.235 -3.533 1.881 -0.11 0.15 0.18
H -3.891 -2.160 0.414 -0.03 0.10 -0.09
H -2.337 1.300 2.188 -0.14 -0.13 0.02
H 1.896 1.886 1.176 0.07 -0.15 0.35
H -5.182 -1.870 1.536 0.06 -0.13 0.01
```
Forces are in eV/Å.

Output
calculated total energy = -71610.8042 eV
spin multiplicity = 1
molar mass = 585.155 g/mol
F_max = 0.03825 hartree/bohr
HOMO = -11.6 eV
frontier orbital gap = 0.28588 Eh
net charge = +1